#a
{
  "formula": "C9H11NO2",
  "method": "the ωB97M-V functional and the def2-TZVPD basis",
  "elements": ["C", "C", "C", "C", "C", "C", "C", "C", "O", "N", "C", "O", "H", "H", "H", "H", "H", "H", "H", "H", "H", "H", "H"],
  "xyz": [[-2.223, -1.501, 0.573], [-1.265, -0.331, 0.123], [-1.062, 0.817, 0.789], [0.035, 1.769, 0.362], [-0.083, 2.008, -1.137], [-0.425, 0.930, -1.867], [-0.472, -0.412, -1.088], [0.999, -0.752, -0.728], [1.366, -1.885, -0.993], [1.743, 0.105, -0.024], [3.018, -0.262, 0.469], [1.404, 1.399, 0.508], [-1.583, -2.335, 0.629], [-2.803, -1.781, -0.190], [-2.666, -1.358, 1.486], [-1.488, 1.274, 1.712], [0.069, 2.753, 0.903], [0.240, 3.017, -1.594], [-0.238, 0.868, -2.989], [-0.790, -1.156, -1.771], [3.861, 0.116, -0.084], [3.058, 0.109, 1.475], [3.076, -1.305, 0.419]],
  "lumo_energy_ev": 0.871,
  "orbital_gap_ev": 9.75,
  "smiles": "CC1=C[C@@H]2C=C[C@H]1C(=O)N(C)O2"
}

***

#b
{
  "formula": "C9H11NO2",
  "method": "the ωB97M-V functional and the def2-TZVPD basis",
  "elements": ["C", "C", "C", "C", "C", "C", "C", "C", "C", "H", "H", "H", "H", "H", "H", "H", "H", "H", "H", "H", "N", "O", "O"],
  "xyz": [[3.265, 0.364, -1.339], [1.115, -0.003, -0.396], [1.566, 0.021, 0.915], [0.665, 0.081, 1.901], [-0.693, -0.133, 1.901], [-1.141, -0.154, 0.609], [-2.672, -0.112, 0.509], [-0.364, 0.047, -0.508], [-0.654, 0.150, -1.975], [4.236, 0.164, -0.134], [3.635, -0.083, -2.473], [3.482, 1.765, -1.479], [2.492, 0.228, 1.413], [1.144, 0.473, 2.867], [-1.318, 0.242, 2.896], [-2.826, -1.605, 1.983], [-4.359, -1.530, 0.920], [-1.798, 0.144, -2.218], [-0.263, -0.727, -2.825], [-0.565, 1.282, -2.375], [-3.294, -1.070, 1.258], [1.832, -0.144, -1.441], [-3.486, 0.604, -0.007]],
  "lumo_energy_ev": 0.104,
  "orbital_gap_ev": 8.68
}

***

#c
{
  "formula": "C9H11NO2",
  "method": "the ωB97M-V functional and the def2-TZVPD basis",
  "elements": ["C", "C", "C", "C", "C", "C", "C", "C", "C", "H", "H", "H", "H", "H", "H", "H", "H", "H", "H", "H", "N", "O", "O"],
  "xyz": [[-2.508, -1.477, 1.846], [-1.008, -0.438, 0.431], [-0.724, -1.689, -0.206], [0.139, -1.767, -1.213], [0.805, -0.582, -1.718], [0.830, 0.572, -0.950], [1.749, 1.661, -1.217], [-0.136, 0.638, 0.108], [-0.225, 1.746, 1.068], [-1.958, -2.460, 1.955], [-2.899, -1.164, 2.846], [-3.234, -1.665, 1.136], [-1.261, -2.523, 0.171], [0.227, -2.645, -1.893], [1.401, -0.694, -2.644], [3.156, 0.366, -1.130], [3.759, 2.096, -1.266], [0.041, 2.859, 0.288], [0.672, 1.349, 1.986], [-1.414, 1.956, 1.446], [2.987, 1.284, -1.512], [-1.828, -0.295, 1.537], [1.427, 2.871, -1.070]],
  "lumo_energy_ev": 0.648,
  "orbital_gap_ev": 9.03
}

***

The winner here is #c, beating the second structure by 0.0186 hartree.

***

#a
{
  "formula": "C15H39FO19P4",
  "method": "the ωB97M-V functional and the def2-TZVPD basis",
  "elements": ["O", "C", "O", "C", "C", "F", "O", "H", "H", "H", "C", "O", "P", "O", "O", "C", "O", "C", "H", "H", "H", "H", "H", "H", "H", "H", "H", "C", "O", "P", "O", "O", "C", "O", "C", "H", "H", "H", "H", "H", "H", "H", "H", "H", "C", "O", "P", "O", "O", "C", "O", "C", "H", "H", "H", "H", "H", "H", "H", "H", "H", "C", "O", "P", "O", "O", "C", "O", "C", "H", "H", "H", "H", "H", "H", "H", "H", "H"],
  "xyz": [[-1.117, -0.840, -1.017], [-0.090, -0.378, -0.618], [0.110, -0.190, 0.684], [1.315, 0.307, 0.891], [1.631, 0.957, -0.407], [2.942, 0.901, -0.620], [1.020, -0.003, -1.274], [1.310, 1.022, 1.714], [2.012, -0.482, 1.173], [1.272, 1.973, -0.568], [-4.660, 0.508, 4.898], [-5.140, -0.371, 3.835], [-5.520, 0.225, 2.295], [-5.901, -0.820, 1.227], [-4.250, 1.159, 1.827], [-2.997, 0.565, 1.804], [-6.578, 1.322, 2.608], [-7.676, 1.625, 1.684], [-3.570, 0.492, 4.879], [-4.985, 0.191, 5.889], [-4.859, 1.577, 4.823], [-3.000, -0.524, 1.748], [-2.568, 0.837, 2.768], [-2.457, 0.872, 0.908], [-7.859, 0.839, 0.951], [-7.410, 2.496, 1.085], [-8.593, 1.770, 2.254], [2.887, 3.169, -3.286], [3.397, 4.464, -3.503], [4.805, 4.785, -4.248], [5.690, 3.610, -4.176], [4.281, 5.187, -5.724], [4.485, 4.262, -6.774], [5.366, 6.301, -3.695], [4.457, 7.393, -3.613], [3.272, 2.513, -4.067], [1.821, 3.087, -3.073], [3.312, 2.940, -2.308], [5.558, 4.140, -6.927], [4.000, 4.712, -7.640], [4.032, 3.292, -6.568], [3.833, 7.227, -2.736], [3.806, 7.301, -4.482], [4.982, 8.345, -3.694], [0.047, -6.386, -4.875], [-1.320, -5.956, -5.233], [-2.329, -4.845, -4.485], [-3.764, -4.911, -4.824], [-2.037, -5.142, -2.902], [-2.607, -6.312, -2.361], [-1.582, -3.363, -4.781], [-1.885, -2.247, -4.038], [0.518, -5.874, -4.035], [0.825, -6.303, -5.634], [0.048, -7.403, -4.483], [-3.217, -6.928, -3.021], [-3.094, -6.206, -1.392], [-1.756, -6.963, -2.156], [-1.860, -1.385, -4.706], [-1.121, -2.126, -3.270], [-2.800, -2.218, -3.446], [0.441, 0.514, 5.225], [0.983, -0.575, 5.925], [2.313, -1.404, 5.412], [2.268, -1.971, 4.032], [3.586, -0.338, 5.633], [4.358, 0.153, 4.563], [2.330, -2.487, 6.633], [1.352, -2.643, 7.639], [-0.613, 0.347, 5.001], [0.969, 0.466, 4.273], [0.699, 1.242, 5.994], [4.357, 1.243, 4.539], [3.853, -0.247, 3.684], [5.382, -0.218, 4.531], [1.814, -2.887, 8.596], [0.852, -3.539, 7.270], [0.624, -1.842, 7.769]],
  "lumo_energy_ev": 0.176,
  "orbital_gap_ev": 10.46,
  "smiles": "O=C1OC[C@@H](F)O1.COP(=O)(OC)OC.COP(=O)(OC)OC.COP(=O)(OC)OC.COP(=O)(OC)OC"
}

***

#b
{
  "formula": "C15H39FO19P4",
  "method": "the ωB97M-V functional and the def2-TZVPD basis",
  "elements": ["O", "C", "O", "C", "C", "F", "O", "H", "H", "H", "C", "O", "P", "O", "O", "C", "O", "C", "H", "H", "H", "H", "H", "H", "H", "H", "H", "C", "O", "P", "O", "O", "C", "O", "C", "H", "H", "H", "H", "H", "H", "H", "H", "H", "C", "O", "P", "O", "O", "C", "O", "C", "H", "H", "H", "H", "H", "H", "H", "H", "H", "C", "O", "P", "O", "O", "C", "O", "C", "H", "H", "H", "H", "H", "H", "H", "H", "H"],
  "xyz": [[2.325, -1.762, -4.241], [2.951, -0.946, -3.602], [4.324, -0.821, -3.598], [4.809, -0.103, -2.533], [3.565, 0.713, -2.132], [3.721, 2.018, -2.417], [2.450, 0.065, -2.785], [5.041, -0.956, -1.895], [5.760, 0.389, -2.732], [3.412, 0.631, -1.056], [11.134, -0.691, 0.550], [10.407, 0.456, 1.105], [10.762, 1.944, 0.472], [9.988, 3.009, 1.041], [10.648, 1.738, -1.125], [11.762, 1.951, -1.958], [12.394, 2.062, 0.790], [12.981, 2.138, 2.062], [10.484, -1.562, 0.458], [11.970, -1.094, 1.121], [11.569, -0.482, -0.427], [12.739, 1.585, -1.644], [11.912, 3.014, -2.149], [11.615, 1.541, -2.958], [12.567, 3.014, 2.561], [14.042, 2.341, 1.918], [12.750, 1.250, 2.651], [-3.307, 4.728, -1.492], [-4.728, 4.844, -1.496], [-5.627, 3.936, -0.504], [-5.538, 2.455, -0.633], [-5.244, 4.668, 0.893], [-5.291, 6.155, 1.034], [-7.119, 4.602, -0.895], [-8.327, 3.847, -0.609], [-2.785, 3.779, -1.362], [-3.015, 5.342, -0.640], [-2.876, 5.132, -2.408], [-4.348, 6.693, 1.129], [-5.783, 6.205, 2.006], [-6.038, 6.622, 0.392], [-8.769, 4.336, 0.259], [-8.188, 2.833, -0.234], [-8.992, 3.939, -1.467], [-4.508, -4.918, -3.958], [-5.671, -5.740, -3.996], [-6.486, -5.932, -2.634], [-5.545, -6.106, -1.474], [-7.409, -4.658, -2.571], [-8.099, -4.203, -1.387], [-7.509, -7.205, -2.860], [-8.640, -7.058, -3.774], [-3.586, -5.367, -3.589], [-4.730, -3.927, -3.562], [-4.353, -4.735, -5.021], [-8.779, -3.364, -1.530], [-7.513, -3.908, -0.517], [-8.911, -4.891, -1.152], [-8.446, -7.883, -4.460], [-8.683, -6.253, -4.508], [-9.642, -7.012, -3.346], [-0.612, 2.000, 4.031], [-1.520, 0.931, 4.085], [-1.016, -0.549, 4.579], [0.288, -0.954, 3.959], [-0.908, -0.395, 6.168], [-1.147, -1.572, 6.930], [-2.352, -1.503, 4.377], [-2.806, -1.884, 3.005], [0.175, 1.767, 4.748], [-1.142, 2.877, 4.402], [-0.086, 2.176, 3.092], [-1.495, -1.095, 7.846], [-0.301, -2.114, 7.354], [-1.827, -2.221, 6.377], [-3.752, -1.404, 2.752], [-3.061, -2.933, 2.858], [-2.033, -1.525, 2.326]],
  "lumo_energy_ev": 0.451,
  "orbital_gap_ev": 10.68,
  "smiles": "O=C1OC[C@@H](F)O1.COP(=O)(OC)OC.COP(=O)(OC)OC.COP(=O)(OC)OC.COP(=O)(OC)OC"
}

***

The winner here is #b, beating the second structure by 0.0105 hartree.

***

#a
{
  "formula": "C7H8N2O",
  "method": "the ωB97M-V functional and the def2-TZVPD basis",
  "elements": ["C", "C", "C", "C", "C", "C", "N", "C", "N", "H", "H", "H", "H", "H", "H", "O", "H", "H"],
  "xyz": [[-4.894, 0.344, -1.423], [-3.465, 0.067, -1.358], [-2.267, -0.101, -1.236], [-0.915, -0.147, -0.953], [0.240, -0.007, -0.602], [1.560, 0.107, 0.049], [2.068, -1.190, 0.427], [2.497, 0.903, -0.806], [3.273, 1.646, -1.244], [-5.076, 1.425, -1.508], [-5.345, -0.155, -2.292], [-5.394, -0.020, -0.514], [1.416, 0.700, 0.967], [2.388, -1.745, -0.359], [2.829, -1.187, 1.097], [3.858, -0.375, 2.935], [4.084, -0.568, 3.849], [3.142, 0.302, 2.972]],
  "lumo_energy_ev": 0.349,
  "orbital_gap_ev": 9.65,
  "smiles": "CC#CC#C[C@@H](N)C#N.O"
}

***

#b
{
  "formula": "C7H8N2O",
  "method": "the ωB97M-V functional and the def2-TZVPD basis",
  "elements": ["C", "C", "C", "C", "C", "C", "C", "N", "N", "O", "H", "H", "H", "H", "H", "H", "H", "H"],
  "xyz": [[1.167, -0.089, -1.012], [1.040, -0.175, 0.397], [-1.439, -1.044, -0.696], [-0.996, -1.309, 0.573], [-1.104, 0.218, -1.096], [-0.296, -0.083, 1.070], [-1.025, 1.095, 0.192], [2.569, 0.003, -0.801], [2.349, 0.031, 0.649], [-0.398, 2.301, 0.074], [-1.724, -1.769, -1.399], [-0.980, -2.416, 0.767], [-1.447, 0.643, -2.061], [-0.507, 0.220, 2.101], [-2.031, 1.313, 0.467], [3.115, 0.747, -1.157], [2.965, -0.723, 1.115], [0.535, 2.030, -0.012]],
  "lumo_energy_ev": [-0.508, -0.508],
  "orbital_gap_ev": [6.98, 6.98]
}

***

The winner here is #a, beating the second structure by 0.1418 hartree.

***

#a
{
  "formula": "C4H5FO3",
  "method": "the ωB97M-V functional and the def2-TZVPD basis",
  "elements": ["C", "C", "C", "C", "H", "H", "H", "H", "H", "O", "O", "O", "F"],
  "xyz": [[0.943, -0.971, 1.066], [-0.036, -0.241, 0.328], [-0.335, -0.981, -0.715], [-0.089, 1.356, 0.150], [1.381, -2.876, 1.560], [1.829, -0.205, 1.094], [0.527, -1.152, 2.024], [-0.407, -2.062, -0.743], [-1.731, 1.229, -0.951], [1.164, -2.217, 0.557], [-1.223, 1.896, -0.336], [0.850, 2.008, 0.652], [-1.203, -0.379, -1.660]],
  "lumo_energy_ev": 0.027,
  "orbital_gap_ev": 10.22
}

***

#b
{
  "formula": "C4H5FO3",
  "method": "the ωB97M-V functional and the def2-TZVPD basis",
  "elements": ["C", "C", "C", "C", "O", "O", "O", "F", "H", "H", "H", "H", "H"],
  "xyz": [[0.730, -0.376, -0.458], [-0.106, 0.132, 0.418], [1.855, -1.203, 0.027], [-1.224, 0.870, 0.023], [2.126, -1.226, 1.224], [-2.171, 1.357, 0.816], [-2.193, -1.122, -0.725], [-2.639, -1.588, 0.520], [0.468, -0.185, -1.535], [-0.125, -0.232, 1.439], [2.570, -1.709, -0.689], [-1.348, 1.205, -1.042], [-2.333, 0.766, 1.618]],
  "lumo_energy_ev": [-1.716, -1.903],
  "orbital_gap_ev": [8.07, 6.65]
}

***

The winner here is #a, beating the second structure by 0.1373 hartree.

***

#a
{
  "formula": "C7H17NO2",
  "method": "the ωB97M-V functional and the def2-TZVPD basis",
  "elements": ["C", "C", "C", "C", "C", "C", "C", "N", "H", "H", "H", "H", "H", "H", "H", "H", "H", "H", "H", "H", "H", "O", "H", "H", "O", "H", "H"],
  "xyz": [[2.945, -1.605, -0.876], [1.482, -1.587, -0.579], [0.708, -0.519, -0.427], [-0.765, -0.688, -0.202], [-1.511, 0.364, 0.614], [-2.147, -0.068, 1.904], [-1.636, 1.582, 0.081], [-2.317, 2.682, 0.669], [3.321, -0.598, -0.997], [3.223, -2.066, -1.830], [3.441, -2.203, -0.120], [0.966, -2.547, -0.561], [1.099, 0.489, -0.437], [-1.002, -1.671, 0.216], [-1.250, -0.820, -1.176], [-1.621, 0.351, 2.762], [-2.243, -1.143, 2.021], [-3.191, 0.254, 1.927], [-0.989, 1.855, -0.743], [-3.015, 2.346, 1.315], [-1.727, 3.369, 1.113], [2.567, 0.637, 1.471], [2.726, -0.222, 1.871], [1.937, 1.116, 2.018], [-0.738, 0.305, -3.309], [-0.275, -0.358, -3.845], [0.011, 0.745, -2.880]],
  "lumo_energy_ev": 0.626,
  "orbital_gap_ev": 8.73,
  "smiles": "C/C=C/C/C(C)=C/N.O.O"
}

***

#b
{
  "formula": "C7H17NO2",
  "method": "the ωB97M-V functional and the def2-TZVPD basis",
  "elements": ["C", "C", "O", "C", "C", "N", "O", "H", "H", "H", "H", "H", "H", "H", "H", "H", "H", "H", "C", "C", "C", "H", "H", "H", "H", "H", "H"],
  "xyz": [[-0.850, -1.040, -0.105], [-1.076, 0.162, -1.006], [-0.918, 1.399, -0.329], [-0.123, 0.167, -2.229], [1.340, 0.294, -1.796], [-0.295, -1.062, -2.963], [-0.486, 1.266, -3.057], [-0.856, -1.943, -0.707], [-1.637, -1.104, 0.644], [0.108, -0.956, 0.398], [-2.103, 0.129, -1.407], [-0.788, 1.211, 0.625], [1.442, 1.092, -1.066], [1.676, -0.646, -1.370], [1.951, 0.527, -2.664], [0.336, -1.058, -3.759], [-1.235, -1.097, -3.342], [-0.615, 2.028, -2.479], [-0.406, 1.137, 2.842], [0.747, 0.497, 2.769], [0.944, -0.938, 3.126], [-0.497, 2.187, 2.620], [-1.308, 0.638, 3.166], [1.636, 1.019, 2.448], [1.422, -1.466, 2.292], [-0.001, -1.428, 3.357], [1.593, -1.014, 3.991]],
  "lumo_energy_ev": 0.932,
  "orbital_gap_ev": 10.54,
  "smiles": "C[C@@H](O)[C@@](C)(N)O.C=CC"
}

***

The winner here is #b, beating the second structure by 0.0439 hartree.